# 1
15
Properties=species:S:1:pos:R:3 method="wB97M-V/def2-TZVPD" total_charge=+1 orbital_gap_ev=8.468 e_homo_ev=-14.30 multiplicity=1 energy_ev=-9853.9484 lumo_ev=-5.837 de_lowest_ev=2.382
O 2.837 1.962 -0.262
O 1.301 2.769 -1.654
N -1.084 -0.859 -0.388
C -2.226 -1.171 -0.865
C 1.690 1.909 -0.941
C -0.666 -1.198 0.941
C 0.126 -0.404 1.643
H -1.159 -2.077 1.333
H 3.031 1.105 0.137
H -0.526 -0.203 -0.929
H 1.124 0.973 -0.791
H -2.471 -0.830 -1.863
H 0.731 0.398 1.252
H 0.229 -0.604 2.702
H -2.939 -1.772 -0.316



# 2
17
Properties=species:S:1:pos:R:3 method="wB97M-V/def2-TZVPD" total_charge=-1 orbital_gap_ev=6.610 e_homo_ev=-4.11 multiplicity=1 energy_ev=-28438.3619 lumo_ev=2.501 de_lowest_ev=2.072
P 1.356 0.247 2.247
P 2.534 0.810 -0.399
O -2.546 -2.003 0.204
O -1.056 -1.520 1.755
N 1.551 1.129 0.843
C -1.550 -1.355 0.613
C -0.318 -0.858 -1.755
C -0.629 0.988 -0.171
C -0.908 -0.301 -0.375
H 0.491 1.171 2.764
H -1.045 -0.568 -2.565
H 0.531 -0.683 1.597
H -0.200 -1.886 -1.685
H 0.626 -0.240 -1.773
H -0.104 1.698 -0.830
H -0.823 1.406 0.811
H 2.090 1.966 -1.282